Entry from the OMol25 dataset: a cluster of 2 separate species, CF4O2S2 in total in a non-equilibrium geometry (ωB97M-V/def2-TZVPD).

- F_max (eV/A) = 5.2
- HOMO-LUMO gap (eV) = 9.29
- LUMO (eV) = -0.2496
- total charge = 0

Last column: Löwdin charge in e.
CARTESIAN COORDINATES (ANGSTROEM)
1 S 2.68 0.03 1.23  1.0091
2 S -1.44 -0.91 -0.91  1.0041
3 F 1.89 1.14 0.16  -0.3536
4 F -1.32 1.44 0.13  0.0832
5 F -3.38 0.71 -0.19  0.1361
6 F 4.06 0.10 0.36  -0.2981
7 O -2.57 -1.77 -1.37  -0.5744
8 O 2.19 -1.20 0.88  -0.3552
9 C -2.10 0.46 -0.30  -0.6513